1.
C15H12N2O | ωB97M-V/def2-TZVPD

Calculated values
**SMILES**: O=c1[nH]c(Cc2ccccc2)nc2ccccc12
**E_HOMO**: -8.57 eV
**Gap between HOMO and LUMO**: 9.241 eV
**Molecular weight**: 236.3 g mol⁻¹
**LUMO level**: 0.674 eV
**Strongest force on any atom**: 0.7 eV/Å

Geometry as ORCA input:
```
! wB97M-V def2-TZVPD RIJCOSX def2/J DEFGRID3
* xyz 0 1
O -1.007 -2.631 -0.073
C -1.171 -1.430 -0.049
N -0.074 -0.573 -0.048
C -0.166 0.786 -0.017
N -1.283 1.415 0.009
C -2.446 0.686 0.006
C -3.669 1.365 0.030
C -4.850 0.659 0.029
C -4.846 -0.736 0.004
C -3.654 -1.422 -0.021
C -2.446 -0.722 -0.021
H -3.619 -2.500 -0.041
H -5.782 -1.274 0.004
H -5.791 1.188 0.048
H -3.655 2.443 0.050
C 1.111 1.586 -0.017
C 2.351 0.738 0.000
C 2.987 0.388 -1.185
C 4.112 -0.418 -1.168
C 4.611 -0.889 0.034
C 3.983 -0.548 1.221
C 2.859 0.259 1.203
H 2.370 0.524 2.130
H 4.368 -0.912 2.161
H 5.488 -1.518 0.048
H 4.598 -0.680 -2.096
H 2.599 0.753 -2.126
H 1.083 2.245 0.854
H 1.096 2.225 -0.903
H 0.842 -1.009 -0.067
*
```

2.
C15H12N4PdS4 | ωB97M-V/def2-TZVPD

Calculated values
**E_HOMO (spin up / spin down)**: -7.97 / -7.86 eV
**Gap between HOMO and LUMO (spin up / spin down)**: 7.231 / 6.234 eV
**Molecular weight**: 483.0 g mol⁻¹
**LUMO level (spin up / spin down)**: -0.741 / -1.624 eV
**Strongest force on any atom**: 1.6 eV/Å

Geometry as ORCA input:
```
! wB97M-V def2-TZVPD RIJCOSX def2/J DEFGRID3
* xyz 0 3
Pd 0.285 0.655 0.170
C -4.720 -0.791 -1.532
S -4.668 0.534 -0.304
C -2.922 0.807 -0.103
S -1.830 -0.531 -0.011
N -2.631 2.054 0.057
N -1.255 2.285 0.138
C -0.961 3.478 0.390
C 0.445 3.952 0.360
C 0.720 5.303 0.440
C 2.042 5.724 0.380
C 3.029 4.776 0.241
C 2.657 3.441 0.169
N 1.393 3.033 0.233
H -5.747 -1.161 -1.532
H -4.041 -1.593 -1.262
H -4.469 -0.397 -2.511
H -1.768 4.186 0.572
H -0.100 6.010 0.542
H 2.288 6.778 0.443
H 4.076 5.051 0.191
H 3.412 2.674 0.061
S 2.671 0.127 0.390
C 2.209 -1.537 0.321
N 0.961 -1.852 0.228
C 0.786 -3.246 0.194
C -0.433 -3.927 0.110
C -0.427 -5.310 0.089
C 0.774 -6.034 0.151
C 1.989 -5.373 0.238
C 1.976 -3.977 0.260
S 3.313 -2.880 0.370
H -1.362 -3.370 0.066
H -1.372 -5.846 0.026
H 0.753 -7.120 0.133
H 2.925 -5.923 0.291
*
```

3.
C15H13AlF3N2O4SSbSe4 | ωB97M-V/def2-TZVPD

Calculated values
**E_HOMO**: -0.95 eV
**Gap between HOMO and LUMO**: 4.743 eV
**Molecular weight**: 838.9 g mol⁻¹
**LUMO level**: 3.796 eV
**Strongest force on any atom**: 0.9 eV/Å

Geometry as ORCA input:
```
! wB97M-V def2-TZVPD RIJCOSX def2/J DEFGRID3
* xyz -2 1
Al 0.361 0.648 0.240
C -6.875 -3.130 -0.455
C -5.709 -2.205 -0.205
C -4.402 -2.669 -0.353
C -3.324 -1.838 -0.101
C -3.558 -0.530 0.302
C -4.843 -0.048 0.455
C -5.916 -0.891 0.195
S -2.179 0.551 0.543
O -1.211 -0.172 1.412
O -2.679 1.836 0.910
N -1.302 0.488 -0.778
C -1.286 1.489 -1.836
C 0.190 1.642 -2.259
O 0.487 2.149 -3.325
O 1.045 1.173 -1.381
H -6.640 -3.851 -1.239
H -7.767 -2.573 -0.746
H -7.115 -3.691 0.453
H -4.231 -3.695 -0.661
H -2.303 -2.182 -0.217
H -4.982 0.973 0.792
H -6.927 -0.520 0.319
H -1.638 2.463 -1.478
H -1.875 1.198 -2.705
F 3.528 -5.163 2.131
C 3.737 -4.493 0.989
F 3.396 -5.324 -0.019
F 5.061 -4.279 0.878
C 2.950 -3.220 0.917
C 1.738 -3.120 1.555
C 0.986 -1.964 1.389
N 1.395 -0.977 0.592
C 2.612 -1.046 0.031
C 3.419 -2.152 0.165
H 1.372 -3.917 2.187
H 0.045 -1.813 1.901
H 2.911 -0.178 -0.546
H 4.395 -2.187 -0.297
Se -2.637 0.676 4.343
Sb -0.302 1.377 3.917
Se 0.738 2.431 1.655
Se 0.291 3.204 5.460
Se 1.160 -0.612 4.038
*
```

4.
C15H13BrIO4Tl | ωB97M-V/def2-TZVPD

Calculated values
**E_HOMO**: -1.41 eV
**Gap between HOMO and LUMO**: 5.397 eV
**Molecular weight**: 668.5 g mol⁻¹
**LUMO level**: 3.986 eV
**Strongest force on any atom**: 0.2 eV/Å

Geometry as ORCA input:
```
! wB97M-V def2-TZVPD RIJCOSX def2/J DEFGRID3
* xyz -2 1
Tl 0.011 -0.797 2.979
C 5.385 -1.438 -1.835
O 4.869 -2.747 -1.735
C 3.770 -2.918 -0.935
C 3.274 -4.239 -0.886
C 2.173 -4.480 -0.114
C 1.508 -3.490 0.643
C 0.334 -3.862 1.408
C -0.152 -5.304 1.359
O -0.323 -3.101 2.118
C 2.023 -2.143 0.608
O 1.563 -1.150 1.242
C 3.176 -1.915 -0.226
H 6.231 -1.494 -2.516
H 5.724 -1.066 -0.864
H 4.639 -0.745 -2.235
H 3.764 -5.016 -1.455
H 1.796 -5.494 -0.086
H 0.614 -5.985 1.734
H -0.402 -5.606 0.341
H -1.036 -5.375 1.987
H 3.532 -0.895 -0.238
Br -7.571 5.847 -2.334
C -5.799 5.954 -1.309
C -5.404 7.272 -1.126
C -4.212 7.468 -0.441
C -3.510 6.353 0.010
C -3.993 5.068 -0.222
C -5.198 4.805 -0.915
I -1.928 0.266 1.421
H -5.988 8.107 -1.493
H -3.842 8.473 -0.262
H -2.576 6.494 0.550
H -3.383 4.254 0.183
O 0.929 -1.104 4.645
*
```

5.
C15H13ClNO3S | ωB97M-V/def2-TZVPD

Calculated values
**E_HOMO**: -3.21 eV
**Gap between HOMO and LUMO**: 5.410 eV
**Molecular weight**: 322.8 g mol⁻¹
**LUMO level**: 2.196 eV
**Strongest force on any atom**: 2.4 eV/Å

Geometry as ORCA input:
```
! wB97M-V def2-TZVPD RIJCOSX def2/J DEFGRID3
* xyz -1 1
C -4.580 -1.155 1.977
O -3.940 0.140 1.966
C -2.582 0.186 2.006
C -1.982 1.471 2.025
C -0.617 1.587 2.102
C 0.219 0.443 2.152
C 1.654 0.604 2.253
C 2.570 -0.396 2.056
N 3.925 -0.069 2.011
O 4.810 -0.949 1.876
O 4.188 1.163 2.105
C -0.391 -0.830 2.105
C -1.766 -0.970 2.033
H -5.640 -0.907 1.949
H -4.303 -1.750 1.094
H -4.341 -1.719 2.890
H -2.630 2.345 1.985
H -0.134 2.565 2.107
H 2.012 1.625 2.388
H 2.322 -1.444 1.905
H 0.230 -1.725 2.142
H -2.230 -1.957 2.008
Cl -2.859 0.537 7.640
C -1.332 1.071 7.075
C -0.992 2.433 7.173
C 0.275 2.852 6.727
C 1.158 1.950 6.158
C 0.770 0.597 5.941
S 1.727 -0.376 4.978
C -0.452 0.147 6.521
H -1.702 3.135 7.601
H 0.562 3.900 6.817
H 2.143 2.254 5.806
H -0.721 -0.900 6.468
*
```

6.
C15H13N3O10Ru | ωB97M-V/def2-TZVPD

Calculated values
**E_HOMO (spin up / spin down)**: -5.79 / -5.65 eV
**Gap between HOMO and LUMO (spin up / spin down)**: 7.815 / 7.670 eV
**Molecular weight**: 496.3 g mol⁻¹
**LUMO level (spin up / spin down)**: 2.023 / 2.022 eV
**Strongest force on any atom**: 1.5 eV/Å

Geometry as ORCA input:
```
! wB97M-V def2-TZVPD RIJCOSX def2/J DEFGRID3
* xyz -1 2
Ru 0.364 -0.536 -0.588
O -0.978 4.175 2.914
C -0.676 3.136 2.092
C -1.362 2.918 0.897
C -0.983 1.843 0.121
N 0.023 1.065 0.506
C 0.659 1.217 1.663
C 0.334 2.265 2.499
C 1.654 0.087 1.959
O 2.219 0.103 3.042
O 1.746 -0.794 1.030
C -1.671 1.373 -1.162
O -2.579 2.045 -1.616
O -1.208 0.260 -1.638
H -1.688 4.695 2.522
H -2.183 3.542 0.566
H 0.848 2.388 3.441
O -1.938 -5.862 -0.372
C -2.234 -5.243 0.760
O -2.883 -5.760 1.640
C -1.774 -3.840 0.875
C -2.054 -3.032 1.956
N -1.522 -1.825 1.695
N -0.887 -1.828 0.514
C -1.024 -3.035 0.006
C -0.301 -3.318 -1.283
O -0.461 -4.445 -1.776
O 0.429 -2.375 -1.698
H -1.415 -5.274 -0.979
H -2.599 -3.251 2.858
H -1.478 -1.014 2.288
C 1.405 2.200 -3.073
C 1.996 1.618 -1.794
C 3.513 1.749 -1.760
O 1.670 0.255 -1.714
H 1.629 3.267 -3.162
H 0.323 2.063 -3.090
H 1.826 1.677 -3.933
H 1.589 2.176 -0.940
H 3.940 1.229 -2.621
H 3.909 1.289 -0.854
H 3.821 2.797 -1.792
*
```

Number 1: E_tot -20778.830 eV. Number 2: E_tot -68529.869 eV. Number 3: E_tot -320451.896 eV. Number 4: E_tot -106791.022 eV. Number 5: E_tot -46754.022 eV. Number 6: E_tot -43298.828 eV.